{
  "formula": "C58H130F6N6O10P3",
  "method": "ωB97M-V/def2-TZVPD",
  "gap_ev": [4.1, 6.2],
  "spin_multiplicity": 2,
  "charge": 4,
  "lumo_energy_ha": [-0.273, -0.273],
  "total_energy_ev": -135806.33770,
  "largest_force_ev_per_a": 5.755,
  "species": ["C", "C", "C", "O", "C", "C", "C", "O", "O", "O", "H", "H", "C", "C", "C", "C", "P", "C", "C", "C", "C", "C", "C", "C", "C", "C", "C", "C", "C", "H", "H", "H", "H", "H", "H", "H", "H", "H", "H", "H", "H", "H", "H", "H", "H", "H", "H", "H", "H", "H", "H", "H", "H", "H", "H", "H", "H", "H", "H", "H", "H", "H", "H", "H", "H", "C", "C", "C", "C", "P", "C", "C", "C", "C", "C", "C", "C", "C", "C", "C", "C", "C", "H", "H", "H", "H", "H", "H", "H", "H", "H", "H", "H", "H", "H", "H", "H", "H", "H", "H", "H", "H", "H", "H", "H", "H", "H", "H", "H", "H", "H", "H", "H", "H", "H", "H", "H", "H", "C", "C", "C", "O", "C", "N", "H", "H", "H", "H", "H", "H", "H", "H", "H", "H", "H", "H", "C", "C", "C", "O", "C", "N", "H", "H", "H", "H", "H", "H", "H", "H", "H", "H", "H", "H", "C", "C", "O", "N", "H", "H", "C", "H", "H", "H", "H", "H", "H", "C", "C", "O", "N", "H", "H", "C", "H", "H", "H", "H", "H", "H", "C", "C", "O", "N", "H", "H", "C", "H", "H", "H", "H", "H", "H", "C", "C", "O", "N", "H", "H", "C", "H", "H", "H", "H", "H", "H", "P", "F", "F", "F", "F", "F", "F"],
  "coordinates": [[1.784, 0.921, 1.696], [0.817, 1.875, 1.780], [1.201, 3.295, 2.283], [0.343, 4.272, 2.354], [2.427, 3.701, 2.595], [3.476, 2.764, 2.549], [3.165, 1.196, 2.123], [4.141, 0.359, 2.125], [4.633, 3.102, 2.792], [-0.382, 1.489, 1.448], [1.643, -0.110, 1.407], [2.663, 4.670, 3.010], [1.116, -0.103, -1.362], [0.995, -0.614, -2.798], [2.136, -0.233, -3.761], [2.262, -0.972, -5.134], [1.019, -0.481, -6.537], [-0.605, -1.375, -6.251], [-0.589, -2.667, -5.477], [-1.981, -3.282, -5.199], [-2.742, -2.676, -4.020], [0.682, 1.361, -6.522], [-0.289, 1.748, -7.638], [-0.272, 3.300, -7.798], [-0.903, 4.073, -6.610], [1.776, -0.932, -8.139], [2.085, -2.467, -8.327], [2.245, -2.796, -9.795], [2.764, -4.150, -10.113], [0.304, -0.358, -0.681], [1.075, 0.985, -1.400], [2.002, -0.444, -0.827], [0.099, -0.274, -3.318], [0.963, -1.702, -2.743], [3.012, -0.228, -3.112], [1.924, 0.814, -3.976], [2.061, -2.021, -4.916], [3.301, -0.871, -5.447], [-1.075, -1.518, -7.224], [-1.300, -0.694, -5.759], [-0.201, -2.593, -4.461], [-0.075, -3.361, -6.142], [-1.995, -4.371, -5.179], [-2.544, -3.163, -6.124], [-3.792, -2.907, -4.200], [-2.638, -1.591, -4.051], [-2.399, -3.125, -3.089], [1.616, 1.920, -6.580], [0.180, 1.570, -5.577], [-1.328, 1.506, -7.417], [-0.119, 1.353, -8.640], [-0.802, 3.589, -8.706], [0.736, 3.710, -7.867], [-0.522, 5.093, -6.657], [-0.593, 3.543, -5.709], [-1.992, 4.040, -6.573], [2.677, -0.355, -8.348], [1.080, -0.506, -8.861], [1.363, -3.231, -8.038], [3.011, -2.754, -7.830], [2.823, -2.003, -10.270], [1.259, -2.756, -10.258], [3.256, -4.225, -11.083], [1.902, -4.817, -10.152], [3.505, -4.606, -9.456], [-9.234, -6.861, 0.674], [-7.980, -7.404, -0.044], [-6.748, -6.571, 0.356], [-6.365, -5.347, -0.547], [-4.880, -4.478, 0.005], [-4.727, -2.861, -0.705], [-3.346, -2.180, -0.283], [-3.204, -0.859, -1.046], [-3.846, 0.317, -0.209], [-4.772, -4.471, 1.902], [-4.574, -5.683, 2.839], [-3.689, -5.230, 4.034], [-4.077, -4.050, 4.965], [-3.446, -5.478, -0.550], [-3.644, -6.176, -1.889], [-2.278, -6.709, -2.443], [-2.445, -7.101, -3.927], [-9.212, -7.190, 1.713], [-10.226, -7.095, 0.287], [-9.150, -5.782, 0.543], [-8.044, -7.377, -1.131], [-7.767, -8.464, 0.101], [-5.900, -7.252, 0.422], [-6.757, -6.215, 1.387], [-7.129, -4.575, -0.456], [-6.362, -5.607, -1.605], [-5.604, -2.292, -0.398], [-4.798, -2.967, -1.788], [-2.481, -2.656, -0.744], [-3.158, -2.170, 0.791], [-3.524, -0.931, -2.086], [-2.171, -0.520, -1.123], [-3.107, 0.647, 0.522], [-4.649, -0.044, 0.433], [-4.107, 1.142, -0.872], [-5.672, -3.974, 2.264], [-4.027, -3.699, 2.096], [-4.122, -6.599, 2.458], [-5.519, -5.937, 3.320], [-2.724, -5.169, 3.530], [-3.640, -6.057, 4.742], [-5.136, -3.844, 4.812], [-3.624, -3.107, 4.657], [-3.637, -4.224, 5.947], [-3.462, -6.252, 0.218], [-2.514, -4.959, -0.328], [-4.078, -5.395, -2.513], [-4.350, -7.005, -1.830], [-1.844, -7.487, -1.813], [-1.601, -5.856, -2.395], [-3.041, -6.434, -4.549], [-2.841, -8.117, -3.915], [-1.517, -7.388, -4.423], [2.841, 2.937, 6.355], [4.214, 3.525, 6.790], [5.078, 2.481, 7.443], [6.370, 2.962, 7.767], [7.363, 1.937, 8.059], [4.737, 4.210, 5.503], [4.123, 3.819, 4.802], [4.708, 5.211, 5.374], [5.718, 4.036, 5.337], [2.202, 2.702, 7.205], [2.810, 2.082, 5.679], [2.219, 3.694, 5.878], [4.121, 4.377, 7.464], [5.260, 1.801, 6.611], [4.647, 1.926, 8.276], [8.239, 2.467, 8.433], [7.695, 1.469, 7.133], [6.930, 1.315, 8.842], [-1.860, 8.355, 5.118], [-1.135, 8.102, 3.788], [-0.170, 9.309, 3.503], [0.624, 8.844, 2.368], [1.639, 9.726, 1.827], [-0.199, 6.917, 4.150], [-0.739, 6.203, 4.618], [0.300, 6.518, 3.367], [0.441, 7.172, 4.888], [-2.595, 9.122, 4.874], [-1.206, 8.705, 5.916], [-2.380, 7.508, 5.566], [-1.681, 7.845, 2.880], [0.508, 9.463, 4.344], [-0.705, 10.231, 3.278], [2.520, 9.675, 2.467], [1.289, 10.734, 1.606], [1.987, 9.222, 0.926], [-2.748, -0.435, 3.726], [-3.140, 1.017, 4.147], [-4.184, 1.313, 4.618], [-2.152, 2.151, 3.939], [-1.469, 1.999, 3.210], [-2.751, 2.800, 3.448], [-1.454, 2.530, 5.178], [-3.613, -1.068, 3.925], [-1.778, -0.632, 4.181], [-2.626, -0.602, 2.656], [-0.595, 3.168, 4.970], [-0.831, 1.771, 5.650], [-2.167, 3.022, 5.840], [-0.623, 6.421, -0.144], [-1.305, 5.433, -0.936], [-2.211, 5.756, -1.726], [-1.018, 3.929, -0.605], [-0.060, 3.868, -0.919], [-0.997, 3.798, 0.396], [-1.912, 2.870, -1.413], [-0.118, 7.177, -0.745], [0.269, 6.081, 0.382], [-1.309, 6.933, 0.531], [-1.516, 1.873, -1.220], [-2.139, 3.074, -2.459], [-2.765, 2.975, -0.743], [6.421, 4.280, 0.530], [6.911, 2.820, 0.505], [7.438, 2.321, -0.448], [6.887, 2.007, 1.845], [7.312, 2.409, 2.669], [5.913, 2.062, 2.105], [7.178, 0.513, 1.626], [7.127, 4.862, -0.063], [6.428, 4.763, 1.507], [5.452, 4.486, 0.076], [6.888, -0.013, 2.536], [8.257, 0.406, 1.519], [6.738, 0.118, 0.710], [5.202, -2.470, 3.096], [5.127, -2.616, 1.579], [6.019, -3.242, 1.049], [3.891, -2.217, 0.764], [3.218, -2.968, 0.814], [3.664, -1.330, 1.190], [4.236, -1.961, -0.755], [4.490, -1.670, 3.300], [6.223, -2.119, 3.244], [5.131, -3.368, 3.710], [3.378, -2.018, -1.424], [4.785, -2.867, -1.012], [4.859, -1.088, -0.953], [0.639, -3.115, 3.477], [-0.406, -4.347, 3.318], [-0.130, -2.698, 4.827], [1.662, -3.926, 4.496], [1.671, -1.864, 3.652], [1.464, -3.668, 2.181], [-0.403, -2.232, 2.588]],
  "atomic_forces_ev_per_a": [[4.906, 0.112, 1.282], [-0.387, 1.010, 0.376], [-3.587, -0.472, -1.262], [-2.898, 0.216, -0.318], [3.728, -2.282, 0.792], [-2.999, -3.217, -1.355], [-1.151, 2.579, -0.104], [-0.316, 0.195, -0.456], [4.117, 0.460, 1.089], [-1.502, 1.816, 0.359], [-0.714, -0.010, 0.039], [-0.206, 0.397, -0.288], [-0.367, 0.735, -0.439], [0.096, -1.212, -0.480], [-0.896, 1.125, 0.367], [-0.983, 0.257, 0.802], [1.043, 0.070, 1.396], [-0.162, 1.103, 0.059], [-0.369, -1.453, 0.209], [-0.467, 0.343, -1.451], [0.096, -0.453, -1.063], [-0.454, -1.638, -0.249], [-0.314, 1.812, -0.571], [-0.664, 0.369, 0.450], [0.270, -0.977, -0.373], [-0.498, -0.991, 0.451], [0.142, -0.014, -0.383], [-0.044, 1.463, -0.735], [0.330, -1.567, -0.378], [-0.306, -0.301, -0.324], [0.478, 0.212, 0.344], [0.167, 0.284, -0.399], [-0.591, -0.129, 0.455], [-0.251, -0.274, -0.144], [0.658, -0.276, -0.765], [0.484, 0.359, -0.029], [0.120, -0.237, -0.444], [-0.223, 0.025, -0.567], [0.226, -0.153, -0.271], [0.236, 0.562, 0.131], [0.975, 0.174, -0.354], [0.505, -0.374, 0.683], [0.687, -0.057, 0.603], [-0.432, 0.465, -0.089], [-0.130, 0.051, 0.429], [0.029, 0.043, 0.385], [-0.041, 0.313, 0.171], [0.086, -0.149, -0.017], [0.282, -0.002, 0.195], [0.025, -0.377, 0.316], [0.508, -0.356, 0.204], [0.116, -0.151, -0.110], [0.236, -0.440, -0.324], [-0.301, -0.031, 0.414], [0.267, 0.513, 0.421], [-0.018, 0.195, -0.372], [0.224, 0.019, 0.519], [-0.320, -0.525, -0.294], [-0.576, 0.614, 0.872], [0.070, 0.365, 0.283], [0.249, -0.001, -0.115], [-0.124, 0.384, -0.073], [-0.287, 0.314, -0.175], [0.199, -0.375, 0.038], [-0.071, 0.344, 0.498], [0.433, -0.079, -0.555], [-0.087, 0.318, -0.407], [1.178, -0.084, 0.143], [-0.965, -0.119, 0.621], [1.031, -2.530, 1.237], [1.024, 0.743, 0.822], [-0.168, -0.239, -2.240], [-0.405, 2.054, 1.895], [0.425, -0.883, -0.574], [-0.571, 0.792, -0.968], [-0.281, 0.654, 1.395], [0.572, -0.646, -0.137], [0.610, 0.373, -2.001], [-0.990, -0.789, 1.570], [1.294, 0.276, -0.068], [-0.938, 1.664, -0.981], [0.557, -1.817, 0.763], [0.016, 0.448, 0.081], [0.290, -0.495, -0.317], [-0.212, 0.225, 0.644], [-0.368, 0.361, -0.186], [-0.152, 0.040, 0.615], [0.326, -0.077, -0.458], [-0.699, 0.076, 0.078], [-0.419, 0.042, 0.030], [0.407, 0.014, -0.023], [0.085, 0.353, 0.090], [0.141, -0.053, -0.075], [-0.284, -1.294, 0.373], [-0.213, 0.418, -0.073], [-0.552, -0.099, 0.262], [0.393, -0.598, 0.022], [0.332, 0.202, -0.168], [-0.567, 0.195, -0.517], [-0.431, 0.030, 0.370], [-0.349, 0.104, -0.295], [0.519, -0.184, -0.040], [-0.081, 0.235, -0.408], [-0.372, -0.232, -0.646], [0.508, 0.523, 0.809], [0.135, -0.433, -0.429], [-0.286, -0.309, 1.131], [0.325, 0.015, -0.272], [-0.904, -0.067, 0.145], [0.166, -0.222, 0.266], [0.051, 0.184, -0.589], [0.137, -0.325, -0.877], [-0.141, 0.149, 0.179], [-0.247, -0.142, -0.148], [0.281, 0.092, 0.140], [0.033, -0.035, 0.237], [-1.009, 0.123, -0.217], [0.446, 0.871, 0.009], [-0.704, 0.724, 0.831], [-1.661, 1.317, 0.684], [2.383, -0.733, -1.802], [-0.007, 0.815, 0.012], [-0.652, 1.276, 0.017], [0.518, -1.058, 0.654], [0.561, -0.351, -1.484], [-0.629, 0.553, 0.861], [0.361, -0.845, -0.307], [0.469, -0.329, 0.356], [0.729, -0.095, 0.028], [0.290, 0.367, -0.350], [-0.459, -0.165, 0.231], [-0.283, -0.998, -0.010], [-0.613, 0.350, -0.046], [-0.238, 0.029, 0.221], [-0.406, -0.585, 0.094], [0.418, -0.518, -0.278], [-0.878, 0.398, -0.864], [2.242, 0.723, 1.937], [0.641, -1.566, -1.573], [-0.771, 0.537, 0.451], [0.096, -1.129, 0.260], [-0.826, 0.425, -0.130], [-0.452, -0.631, -0.440], [0.399, -0.612, -0.656], [0.585, 0.656, -0.048], [-0.138, 0.069, 0.559], [0.270, 0.307, -0.323], [-0.199, -0.220, -0.483], [-0.216, -0.131, 0.429], [-0.127, 0.143, 0.313], [-0.146, -0.057, 0.009], [-0.094, 0.623, 0.360], [-0.021, -0.088, 0.190], [-0.357, 0.227, -0.235], [-0.215, 1.725, -0.099], [-0.458, -2.683, -0.868], [0.214, 0.585, 0.100], [0.070, -1.105, -0.256], [1.271, -1.105, -1.306], [-0.150, 1.326, 0.748], [0.750, 1.453, 0.682], [0.414, 0.012, 0.952], [-0.190, -0.757, 0.165], [0.468, 0.825, -0.214], [-0.532, 0.822, -0.723], [-1.164, -1.077, -0.118], [0.264, -0.325, 0.171], [2.588, 0.973, 1.014], [-4.991, 0.549, -2.811], [3.456, -2.329, 2.525], [-0.412, 0.805, -3.805], [0.723, -0.519, 0.236], [0.161, -0.621, 1.349], [0.041, 0.982, 2.835], [-0.780, 0.236, -0.616], [-0.446, -0.681, 0.670], [-0.023, -0.142, -0.086], [0.436, 0.291, -0.039], [0.436, 0.618, 0.359], [-0.587, -0.405, -0.853], [0.531, 0.073, 0.341], [1.440, 0.898, -0.657], [-1.138, 0.104, 1.540], [-0.309, -1.624, -2.426], [0.804, 0.291, -0.128], [-2.102, 0.283, 0.726], [1.391, 0.796, 0.578], [0.194, -0.344, -0.209], [-0.187, -0.532, 0.186], [-0.127, -0.680, 0.118], [-0.356, 0.133, -0.304], [-0.021, 0.065, -0.053], [-0.371, 0.462, 0.377], [-0.731, 1.901, -1.103], [2.553, -3.821, 0.527], [-1.738, 1.590, -0.575], [2.231, 0.863, -2.132], [-0.809, -0.088, 0.605], [-1.165, 1.235, 0.871], [0.316, -1.899, 0.815], [0.020, -0.177, 1.010], [-0.044, 0.167, 0.103], [-0.603, -0.178, -0.591], [-0.382, 0.421, 0.723], [0.422, 0.233, -0.041], [-0.276, 0.006, 0.619], [0.459, -1.125, 2.536], [0.659, -0.232, -0.086], [-0.692, 0.950, -0.007], [-0.496, -0.470, -1.374], [-0.500, 0.257, -0.978], [-0.052, 0.597, -0.244], [0.729, 0.339, -0.359]]
}